The following is a DFT calculation (the ωB97M-V functional and the def2-TZVPD basis) of C34H38AsN7O5S4Ti as an isolated structure at a distorted geometry.

The total energy is -6755.8661 hartree. The value obtained for the frontier orbital gap is 4.77 eV. As for the relative energy (zero: lowest compared OMol25 entry of this formula, charge and spin): 192.4 kJ/mol.

Positions of all 90 atoms, in Å:
Ti 0.311 0.325 0.982
S -0.229 4.693 3.540
As 0.309 2.722 3.198
S -1.118 1.858 1.600
S 2.344 2.710 2.074
S 0.489 1.361 4.832
O -4.886 -3.840 3.058
C -3.878 -3.538 3.996
C -2.740 -2.838 3.300
C -1.648 -2.327 4.061
C -0.686 -1.551 3.467
N -0.663 -1.296 2.137
C -1.786 -1.682 1.424
C -2.760 -2.550 1.962
C -1.856 -1.452 0.010
C -2.887 -1.997 -0.763
C -3.059 -1.601 -2.093
C -3.999 -2.349 -3.046
O -4.197 -3.652 -2.616
C -2.203 -0.580 -2.603
C -1.171 -0.128 -1.836
N -0.945 -0.581 -0.554
H -5.625 -4.357 3.458
H -3.542 -4.429 4.565
H -4.222 -2.819 4.770
H -1.424 -2.720 5.080
H 0.113 -1.112 4.082
H -3.527 -2.998 1.342
H -3.576 -2.814 -0.413
H -3.576 -2.353 -4.050
H -4.912 -1.740 -3.145
H -5.163 -3.801 -2.567
H -2.349 -0.180 -3.589
H -0.423 0.529 -2.286
C 4.281 -2.700 -0.109
N 4.145 -1.344 -0.665
C 5.148 -1.120 -1.706
C 2.720 -1.164 -1.019
C 2.309 0.249 -1.458
C 2.866 0.795 -2.588
C 2.832 2.186 -2.762
C 2.057 2.995 -1.943
C 1.299 2.378 -0.953
C 1.439 0.999 -0.677
H 3.938 -3.502 -0.835
H 3.687 -2.748 0.793
H 5.356 -2.887 0.128
H 4.805 -1.423 -2.749
H 6.043 -1.691 -1.470
H 5.475 -0.069 -1.676
H 2.119 -1.423 -0.087
H 2.439 -1.951 -1.768
H 3.391 0.229 -3.382
H 3.491 2.666 -3.510
H 2.094 4.073 -2.035
H 0.573 2.919 -0.382
O 1.209 -4.133 2.752
C 2.355 -4.385 3.650
N 2.422 -3.485 4.834
C 3.257 -2.339 4.875
O 4.006 -2.117 5.831
C 3.180 -1.262 3.872
C 4.055 -0.146 4.103
C 3.977 0.909 3.239
C 3.039 0.965 2.024
N 2.079 -0.106 2.025
C 2.313 -1.175 2.781
H 1.272 -4.779 2.032
H 3.327 -4.421 3.063
H 2.150 -5.396 4.063
H 2.742 -4.110 5.575
H 4.718 -0.135 4.990
H 4.452 1.884 3.442
H 3.580 0.944 1.042
H 1.734 -2.063 2.579
N -1.118 5.033 -5.642
C -2.084 6.006 -5.676
O -1.891 7.044 -6.291
C -3.324 5.752 -4.827
C -4.543 6.361 -5.176
C -5.633 6.204 -4.293
C -5.377 5.606 -3.089
N -4.180 5.170 -2.680
C -3.223 5.150 -3.568
H -0.333 5.112 -6.275
H -1.435 4.114 -5.367
H -4.660 6.856 -6.143
H -6.620 6.549 -4.555
H -6.176 5.355 -2.429
H -2.289 4.663 -3.281